{"formula": "C44H52F32O16", "method": "wB97M-V/def2-TZVPD", "symbols": ["O", "C", "O", "C", "C", "C", "H", "H", "H", "H", "H", "H", "O", "C", "O", "C", "C", "C", "H", "H", "H", "H", "H", "H", "O", "C", "O", "C", "C", "C", "H", "H", "H", "H", "H", "H", "O", "C", "O", "C", "C", "C", "H", "H", "H", "H", "H", "H", "O", "C", "O", "C", "C", "C", "H", "H", "H", "H", "H", "H", "O", "C", "O", "C", "C", "C", "H", "H", "H", "H", "H", "H", "C", "C", "C", "F", "F", "F", "F", "O", "C", "C", "F", "F", "F", "F", "H", "H", "H", "H", "C", "C", "C", "F", "F", "F", "F", "O", "C", "C", "F", "F", "F", "F", "H", "H", "H", "H", "C", "C", "C", "F", "F", "F", "F", "O", "C", "C", "F", "F", "F", "F", "H", "H", "H", "H", "C", "C", "C", "F", "F", "F", "F", "O", "C", "C", "F", "F", "F", "F", "H", "H", "H", "H"], "positions_angstrom": [[2.65981, -3.29019, 0.58860], [3.84747, -2.90806, 0.62977], [4.31692, -2.46150, 1.79801], [5.67750, -1.95469, 1.63402], [5.67513, -1.61898, 0.16910], [4.85207, -2.70454, -0.47957], [6.48735, -2.60627, 1.92400], [5.69622, -1.10571, 2.26221], [6.72576, -1.51414, -0.13185], [5.12222, -0.68169, 0.06226], [5.47847, -3.59553, -0.52473], [4.24836, -2.50552, -1.37556], [4.74771, -2.90833, -3.82570], [4.23874, -1.84938, -4.03541], [4.74502, -0.64073, -3.62515], [3.94862, 0.38187, -4.16651], [2.56449, -0.20007, -4.50176], [2.92420, -1.63583, -4.71795], [4.39511, 0.83314, -5.03246], [3.88615, 1.17792, -3.45321], [2.08697, 0.32487, -5.28416], [1.87796, -0.22672, -3.65130], [3.04747, -1.83276, -5.77390], [2.13257, -2.32315, -4.39832], [6.43346, 1.67132, 2.27035], [5.66575, 1.12411, 3.02034], [6.10348, 0.44872, 4.08811], [5.04468, -0.01679, 4.90911], [3.81485, -0.00741, 3.99513], [4.08557, 1.19115, 3.13230], [4.95657, 0.72532, 5.73091], [5.38587, -0.96346, 5.29574], [2.92939, 0.08407, 4.55581], [3.76060, -0.97535, 3.47460], [3.77111, 2.07267, 3.77529], [3.59658, 1.18128, 2.12618], [2.48010, 3.13404, -1.87159], [2.32050, 3.73316, -0.83574], [1.67372, 4.88623, -0.85957], [1.47997, 5.46276, 0.47415], [2.48585, 4.74647, 1.27870], [2.69136, 3.40318, 0.54190], [0.44928, 5.23653, 0.71982], [1.60466, 6.54846, 0.40836], [2.22411, 4.63304, 2.31536], [3.41679, 5.31697, 1.27828], [2.00538, 2.65073, 0.98279], [3.65886, 2.99496, 0.60423], [-0.10985, 5.12462, 3.73504], [-0.58693, 3.98840, 3.68179], [-0.08910, 3.06951, 2.90536], [-0.83392, 1.84038, 3.01820], [-1.74119, 1.98476, 4.22995], [-1.75902, 3.49733, 4.46636], [-0.08273, 1.04448, 3.13506], [-1.38032, 1.71148, 2.09199], [-1.31722, 1.45704, 5.07950], [-2.74335, 1.61842, 3.91905], [-1.66647, 3.91142, 5.47960], [-2.64191, 3.90242, 3.98600], [1.28005, 0.13490, 1.02270], [0.40421, -0.06932, 0.22427], [-0.59808, 0.77950, -0.04013], [-1.52647, 0.12794, -1.02792], [-1.14204, -1.25354, -1.08842], [0.34791, -1.25314, -0.67582], [-1.27259, 0.69256, -1.94138], [-2.56641, 0.24390, -0.57675], [-1.41251, -1.70195, -2.04911], [-1.65179, -1.84112, -0.34801], [1.00896, -1.11185, -1.50705], [0.64611, -2.14657, -0.17093], [-2.56746, -3.80183, 5.42368], [-2.38655, -3.30077, 3.98654], [-1.39926, -2.20590, 3.65767], [-1.76550, -1.69235, 2.52623], [-1.50821, -1.24261, 4.66158], [-2.13797, -4.33847, 3.24644], [-3.61413, -2.84525, 3.63353], [-1.21799, -3.94032, 5.98008], [-1.11103, -4.19331, 7.32640], [0.36388, -4.56509, 7.70619], [0.37703, -4.84974, 9.00145], [0.76221, -5.70749, 7.01078], [-1.62900, -3.13400, 8.01627], [-1.83245, -5.25038, 7.63596], [-3.02477, -4.77559, 5.47657], [-3.09928, -3.01357, 5.95031], [-0.35741, -2.52154, 3.58427], [0.98015, -3.75312, 7.38469], [-2.36142, 3.67082, -2.98377], [-2.47094, 3.95129, -1.45358], [-3.84754, 3.93614, -0.91144], [-4.43227, 5.07968, -1.42232], [-4.51047, 2.92966, -1.51241], [-1.70259, 2.97094, -0.82668], [-1.90904, 5.10634, -1.17696], [-0.95549, 3.82995, -3.14427], [-0.39996, 3.11590, -4.13231], [0.99743, 3.63742, -4.33359], [1.61490, 2.81746, -5.23592], [0.87006, 4.83394, -4.95510], [-0.32861, 1.78134, -3.79754], [-1.12899, 3.18305, -5.23983], [-2.86363, 4.46644, -3.53811], [-2.70457, 2.73257, -3.33905], [-3.96807, 3.94543, 0.15039], [1.50272, 3.69654, -3.32680], [-5.55049, -0.36171, 0.79162], [-4.94544, 0.47181, 1.85996], [-5.67065, 1.78755, 2.11572], [-7.00574, 1.58052, 2.24636], [-5.14332, 2.35506, 3.18727], [-4.90120, -0.26329, 2.99200], [-3.68670, 0.69819, 1.48891], [-4.97793, -1.69428, 0.97780], [-4.96281, -2.47972, -0.07825], [-4.37084, -3.84057, 0.33847], [-4.87966, -4.91334, -0.39191], [-3.03184, -3.82980, 0.19113], [-6.20504, -2.69816, -0.51562], [-4.27917, -1.95293, -1.12051], [-5.18608, 0.05659, -0.15074], [-6.62921, -0.53313, 0.86628], [-5.54337, 2.48731, 1.27200], [-4.54129, -4.14783, 1.34576], [-1.20795, -2.49266, -6.34223], [-1.27854, -2.64308, -4.82329], [-1.90688, -4.01616, -4.43891], [-3.07734, -4.17695, -5.14684], [-1.10029, -5.01977, -4.89625], [-0.03225, -2.63920, -4.22555], [-1.90954, -1.55938, -4.28605], [-0.29775, -1.42368, -6.55879], [-0.71313, -0.51460, -7.46191], [0.42578, 0.50475, -7.63454], [1.50584, -0.24298, -8.11898], [0.05818, 1.37748, -8.61398], [-1.08210, -1.05675, -8.57962], [-1.82921, 0.06723, -6.90970], [-2.16305, -2.19628, -6.69554], [-0.79528, -3.38093, -6.70745], [-2.01174, -4.07877, -3.32652], [0.70606, 1.02819, -6.72980]], "homo_energy_ev": -10.1, "lumo_energy_ev": 0.1, "multiplicity": 1, "gap_ev": 10.14, "relative_energy_kcal_mol": 0.0}


{"formula": "C2Cl3NO2", "method": "wB97M-V/def2-TZVPD", "symbols": ["C", "C", "N", "O", "O", "Cl", "Cl", "Cl"], "positions_angstrom": [[-0.67060, 0.83504, 0.70381], [0.74812, -0.75412, -0.56337], [-0.11100, -0.21897, 1.12875], [-0.29624, -1.20049, 0.00190], [-0.51604, 1.99014, 1.12312], [-2.10528, 0.54577, -0.37269], [2.29730, -1.09888, -0.01031], [0.65373, -0.09848, -2.01120]], "homo_energy_ev": -10.3, "lumo_energy_ev": -2.0, "multiplicity": 1, "gap_ev": 8.25, "relative_energy_kcal_mol": 29.0}


{"formula": "C2H4F2", "method": "wB97M-V/def2-TZVPD", "symbols": ["C", "C", "F", "F", "H", "H", "H", "H"], "positions_angstrom": [[0.86585, 0.54417, -0.16308], [-0.88128, -0.60057, -0.18521], [1.84654, -0.24172, 0.15725], [-1.81409, 0.27638, 0.15040], [0.58009, 1.20697, 0.70795], [0.95440, 0.90511, -1.18436], [-1.27306, -0.83755, -1.31073], [-0.89398, -1.49596, 0.46640]], "homo_energy_ev": -9.5, "lumo_energy_ev": 1.2, "multiplicity": 1, "gap_ev": 10.70, "relative_energy_kcal_mol": 69.4}


{"formula": "NO3P", "method": "wB97M-V/def2-TZVPD", "symbols": ["N", "O", "O", "O", "P"], "positions_angstrom": [[-0.32510, 0.36520, 0.47623], [-1.47342, 0.24832, 0.92762], [0.37464, 1.36591, 0.40423], [0.45131, -1.20051, -1.61012], [0.97257, -0.77892, -0.19796]], "homo_energy_ev": -11.0, "lumo_energy_ev": -1.8, "multiplicity": 1, "gap_ev": 9.17, "relative_energy_kcal_mol": 29.5}